The following is a quantum chemistry calculation of 5 unconnected molecules or ions with the total composition C24H60ClN4O12 at a distorted geometry, from OMol25.

XYZ file:
```
101
Properties=species:S:1:pos:R:3:forces:R:3
Cl 14.053 -19.591 11.607 1.2 1.6 -0.7
O 12.866 -20.348 11.918 0.2 -0.2 -0.1
O 15.213 -20.407 11.350 -0.6 -0.6 0.6
O 13.854 -18.775 10.415 -0.7 -0.2 -0.1
O 14.347 -18.667 12.694 -0.2 -0.4 0.3
C 18.745 -20.562 5.320 0.5 -0.3 -1.1
O 17.792 -20.370 6.298 0.3 0.1 0.6
C 17.406 -19.025 6.368 -1.1 0.4 -0.8
C 16.270 -18.805 7.336 -0.3 1.2 1.2
N 16.659 -18.664 8.731 0.9 0.0 0.2
C 17.527 -17.526 8.942 -0.2 0.5 -0.2
C 17.758 -17.275 10.419 0.3 0.6 -0.3
O 17.970 -18.464 11.115 0.3 0.4 -0.2
C 18.049 -18.204 12.482 -1.2 -1.0 1.2
H 19.024 -21.617 5.255 -0.1 0.0 0.2
H 19.671 -19.985 5.456 -0.1 0.1 0.3
H 18.357 -20.297 4.319 0.0 0.1 0.1
H 17.010 -18.734 5.375 0.0 -0.1 0.0
H 18.203 -18.290 6.543 0.3 -0.6 0.2
H 15.501 -19.570 7.287 0.0 -0.1 -0.3
H 15.839 -17.816 7.075 -0.3 -0.3 -0.6
H 15.865 -18.511 9.353 -0.2 -0.7 -0.3
H 17.049 -16.590 8.560 0.1 -0.1 0.0
H 18.473 -17.577 8.395 0.0 -0.5 0.2
H 16.910 -16.663 10.773 -0.2 -0.6 0.5
H 18.639 -16.620 10.565 -0.1 0.0 -0.2
H 17.056 -17.900 12.853 0.2 0.4 -0.1
H 18.812 -17.493 12.814 0.2 0.1 -0.4
H 18.193 -19.161 12.989 0.4 0.0 -0.1
C 14.644 -22.693 8.656 -0.7 -0.4 -0.6
O 16.031 -22.722 8.824 0.0 -0.1 0.2
C 16.715 -23.469 7.862 0.3 -0.5 -0.2
C 18.085 -23.889 8.398 0.1 0.9 -1.1
N 19.047 -22.759 8.219 0.2 -0.9 0.3
C 20.417 -23.139 8.595 0.0 0.0 -0.1
C 21.303 -23.455 7.399 0.7 0.3 1.1
O 20.827 -24.559 6.689 0.0 -0.1 -0.2
C 21.621 -24.874 5.581 -0.2 -0.5 -0.6
H 14.176 -22.130 9.458 0.3 0.1 0.1
H 14.203 -23.709 8.644 0.3 0.1 0.2
H 14.332 -22.260 7.688 0.3 0.2 0.1
H 16.853 -22.911 6.917 -0.1 0.1 0.2
H 16.172 -24.389 7.564 -0.1 0.2 0.4
H 18.429 -24.726 7.771 -0.1 -0.2 0.4
H 17.988 -24.174 9.442 0.1 0.0 0.1
H 19.079 -22.652 7.210 -0.2 0.5 0.1
H 20.385 -23.979 9.293 0.0 -0.2 -0.1
H 20.969 -22.356 9.131 -0.4 0.2 0.0
H 22.319 -23.646 7.793 -0.1 -0.2 -0.2
H 21.419 -22.547 6.788 -0.3 -0.1 -0.3
H 21.558 -24.102 4.801 0.1 0.1 0.1
H 21.228 -25.798 5.148 0.0 0.1 0.1
H 22.673 -25.074 5.823 0.0 0.3 0.2
C 18.665 -22.135 15.190 0.6 0.2 0.1
O 17.761 -21.373 14.427 0.2 -0.3 0.6
C 16.584 -20.927 15.136 1.1 -0.3 -2.0
C 16.923 -19.699 15.943 0.3 -0.1 1.4
N 15.797 -18.818 16.154 0.3 0.3 -0.5
C 14.456 -19.267 15.854 -0.5 0.5 -0.6
C 13.548 -18.953 16.997 -0.4 0.3 1.1
O 13.895 -19.797 18.100 0.3 0.0 -0.4
C 12.875 -19.867 19.041 -0.2 -0.5 0.2
H 19.699 -21.873 14.919 -0.3 0.1 -0.1
H 18.578 -23.213 14.998 -0.3 0.1 0.1
H 18.592 -21.926 16.266 -0.2 -0.2 -0.1
H 16.144 -21.768 15.671 -0.1 0.1 0.3
H 15.965 -20.692 14.267 -0.4 0.2 0.4
H 17.786 -19.204 15.489 -0.3 0.2 -0.5
H 17.321 -19.982 16.934 -0.1 -0.3 -0.1
H 15.846 -18.332 17.029 0.0 -0.1 0.2
H 14.391 -20.330 15.626 0.0 -0.1 0.3
H 14.095 -18.788 14.936 -0.1 0.0 0.1
H 12.472 -19.031 16.790 0.2 -0.5 -0.4
H 13.639 -17.905 17.356 0.3 -0.1 -0.3
H 13.212 -20.472 19.884 0.2 0.2 0.1
H 12.020 -20.416 18.623 -0.3 0.4 0.0
H 12.596 -18.870 19.395 -0.3 0.0 0.1
C 10.202 -17.097 16.643 -0.7 1.2 -0.1
O 10.057 -17.242 15.258 0.4 0.0 -0.3
C 11.207 -16.784 14.545 0.0 -1.0 -0.2
C 11.167 -17.281 13.105 -0.3 0.9 -0.1
N 9.887 -16.891 12.449 1.1 0.3 0.7
C 9.566 -17.747 11.339 -0.8 -0.1 -0.3
C 8.357 -17.246 10.553 0.3 0.4 1.4
O 7.249 -17.122 11.458 0.1 -0.2 -0.2
C 6.036 -17.112 10.773 -1.1 0.5 0.3
H 9.201 -16.870 17.021 0.0 -0.7 0.3
H 10.745 -16.177 16.906 0.4 -0.2 -0.1
H 10.680 -17.960 17.092 -0.1 -0.1 0.3
H 12.129 -17.195 14.983 -0.1 0.1 0.1
H 11.251 -15.691 14.611 0.0 0.0 -0.2
H 11.353 -18.358 13.000 0.0 0.1 0.4
H 12.030 -16.757 12.665 -0.3 -0.3 -0.4
H 9.184 -16.923 13.177 -0.2 -0.2 -0.3
H 9.315 -18.777 11.648 0.4 0.0 -0.1
H 10.403 -17.751 10.636 0.1 -0.3 0.1
H 8.132 -17.990 9.786 -0.1 0.3 -0.3
H 8.557 -16.223 10.216 0.1 -0.3 -0.7
H 5.928 -16.312 10.019 0.6 -0.3 -0.2
H 5.219 -16.854 11.463 0.4 -0.4 0.2
H 5.816 -18.094 10.338 0.0 0.1 -0.2
```
Forces are in eV/Å.

Properties
Highest occupied orbital energy ... -5.39 eV
E_LUMO ... 2.36 eV
Orbital gap ... 7.7 eV
Energy above the lowest of the compared OMol25 structures with the same formula, charge and spin ... 160.45 kJ/mol
Electronic energy ... -2532.09201 Ha
Net charge ... -1
Largest force on an atom ... 2.2 eV/Å
Spin multiplicity ... 1